Entry 1:
{
  "formula": "C9H14O",
  "method": "ωB97M-V/def2-TZVPD",
  "elements": ["O", "H", "C", "C", "C", "C", "H", "C", "H", "C", "H", "H", "H", "H", "H", "H", "H", "H", "C", "H", "H", "C", "C", "H"],
  "xyz": [[0.409, -3.799, 0.658], [0.204, -0.625, -2.687], [0.124, -2.119, -1.101], [1.513, -1.818, 0.781], [0.560, -0.768, -1.544], [1.645, -0.478, 0.482], [0.869, 2.111, -1.782], [-2.092, 2.393, 1.105], [-0.601, -2.650, -1.708], [0.724, -2.661, 0.024], [1.975, -2.226, 1.743], [2.408, 1.583, -1.529], [-1.787, 1.031, -0.616], [-2.616, 2.239, 2.114], [-2.666, 0.299, 0.813], [1.232, 2.312, -0.150], [-0.772, 0.648, 0.866], [2.301, 0.104, 1.237], [1.089, 0.158, -0.649], [-0.494, -4.190, 0.636], [-1.227, 2.982, 1.427], [-1.715, 0.975, 0.539], [1.460, 1.496, -0.952], [-2.544, 3.007, 0.293]],
  "nbo_charge": [-0.703, 0.215, -0.291, -0.253, -0.147, -0.182, 0.223, -0.629, 0.215, 0.286, 0.226, 0.240, 0.204, 0.208, 0.202, 0.238, 0.213, 0.216, -0.126, 0.501, 0.197, -0.608, -0.657, 0.213],
  "e_above_lowest_kj_mol": 274.06,
  "gap_ev": 9.27,
  "smiles": "Cc1ccc(O)cc1.CC",
  "mol_weight_da": 138.21
}



Entry 2:
{
  "formula": "C19H31LuNO7PS2",
  "method": "ωB97M-V/def2-TZVPD",
  "elements": ["C", "C", "H", "H", "H", "C", "C", "H", "S", "H", "C", "C", "N", "H", "O", "H", "C", "H", "H", "S", "Lu", "C", "H", "C", "O", "H", "P", "H", "O", "C", "H", "C", "H", "O", "H", "H", "H", "O", "H", "C", "H", "H", "H", "H", "H", "C", "C", "C", "C", "C", "H", "H", "H", "C", "H", "H", "H", "H", "H", "O", "C", "O"],
  "xyz": [[0.402, 1.845, 0.697], [5.373, 2.148, -0.672], [0.956, 0.114, -2.253], [1.763, -0.913, 2.212], [-6.376, 0.007, -1.879], [0.594, -2.689, -1.394], [-0.575, -2.473, -2.318], [0.549, -1.828, -3.693], [-2.781, 4.242, 1.815], [-0.762, -2.273, 0.067], [0.283, -2.066, -0.066], [-1.842, 3.099, 0.798], [-1.298, 1.730, -2.472], [-2.641, 0.542, 1.322], [-6.192, -0.747, -1.277], [-2.490, 2.359, 0.346], [4.008, 0.738, 0.688], [7.122, 1.253, -1.477], [0.381, 2.367, -0.252], [-4.684, -0.815, -1.044], [-3.615, -3.307, -0.606], [6.254, 1.101, -0.864], [1.382, 2.084, 1.080], [6.011, -0.123, -0.264], [-4.074, -1.796, -1.994], [-2.653, -0.437, 2.724], [0.390, -0.039, 0.274], [3.555, 2.773, 0.264], [-0.387, -1.975, -3.507], [4.898, -0.310, 0.520], [-2.568, -2.480, 1.394], [4.242, 1.963, 0.097], [0.542, -3.763, -1.211], [-4.083, 0.453, -1.181], [-0.530, -1.585, 2.009], [-1.456, 3.702, -0.013], [4.714, -1.255, 1.000], [-1.707, -2.755, -1.945], [-4.852, -0.677, 1.332], [1.436, 0.285, -1.297], [-2.350, -1.467, -0.113], [-0.168, 3.389, 1.971], [-4.913, -2.409, 0.796], [1.826, 1.290, -1.294], [-0.989, 1.997, 2.455], [-2.799, -1.525, 0.895], [-4.391, -1.419, 0.697], [-1.256, 0.943, -1.641], [-2.249, -0.382, 1.713], [-0.662, 2.511, 1.559], [2.562, -1.256, 0.730], [0.800, -2.560, 0.745], [2.297, -0.368, -1.229], [2.032, -0.471, 1.256], [6.707, -0.928, -0.407], [1.582, -2.554, -1.811], [5.552, 3.110, -1.115], [-0.382, -0.032, 2.701], [-3.550, 3.345, 2.426], [-1.175, 0.080, -0.705], [-0.730, -0.538, 1.814], [2.894, 0.610, 1.482]],
  "nbo_charge": [-0.698, -0.179, 0.211, 0.188, 0.576, -0.553, 0.910, 0.529, 0.024, 0.158, -0.617, -0.528, -0.421, 0.248, -0.833, 0.188, 0.368, 0.228, 0.234, 2.309, 2.082, -0.208, 0.271, -0.184, -0.966, 0.240, 1.493, 0.223, -0.580, -0.307, 0.233, -0.284, 0.258, -0.808, 0.199, 0.241, 0.218, -0.796, 0.361, -0.949, 0.307, 0.243, 0.167, 0.259, 0.196, -0.544, -0.698, 0.541, -0.401, -0.440, 0.178, 0.230, 0.223, -0.344, 0.225, 0.259, 0.228, 0.256, 0.092, -0.841, -0.687, -0.527],
  "e_above_lowest_kj_mol": 0.00,
  "charge": 2,
  "gap_ev": 2.19,
  "mol_weight_da": 655.53
}



Entry 3:
{
  "formula": "CH3N5O",
  "method": "ωB97M-V/def2-TZVPD",
  "elements": ["N", "N", "C", "N", "N", "N", "H", "H", "O", "H"],
  "xyz": [[2.922, 0.196, 0.009], [-1.537, -0.133, 0.012], [-0.302, -0.524, 0.117], [0.258, -1.680, -0.170], [0.645, 0.411, 0.324], [1.813, 0.313, 0.067], [3.893, 0.649, -0.071], [-1.629, 0.972, 0.044], [0.432, -2.799, 0.167], [-2.230, -0.837, -0.224]],
  "nbo_charge": [-0.036, -0.611, 0.518, 0.139, -0.143, 0.487, 0.574, 0.506, 0.080, 0.486],
  "e_above_lowest_kj_mol": 249.81,
  "charge": 2,
  "gap_ev": [8.02, 8.03],
  "mol_weight_da": 101.07
}